Entry 1:
The following is a quantum chemistry calculation of a molecular structure, C39H48BeBrCl2F2LiN4O7S at a distorted geometry, from OMol25.

HOMO level, eV: -7.118
E_tot, hartree: -6374.6634
E_LUMO, eV: -5.900
Frontier orbital gap, eV: 1.22

The geometry in ORCA input format:
```
! wB97M-V def2-TZVPD RIJCOSX def2/J DEFGRID3
* xyz 0 1
C 4.9697 2.6953 -0.8665
C 5.0023 2.3410 0.6850
C 3.7095 1.6063 1.2235
Cl 2.7984 2.5710 2.5089
C 2.7635 1.0946 0.0839
C 1.7146 1.9517 -0.5502
N 1.5054 3.3445 -0.1917
C 0.8065 1.4288 -1.6047
C 0.9228 0.0238 -2.0596
C 1.9808 -0.8369 -1.4826
C 2.0850 -2.3040 -2.0290
C 2.8488 -2.4125 -3.4153
C 3.9339 -3.5894 -3.4606
F 3.4298 -1.1350 -3.8533
C 2.8810 -0.2970 -0.4274
C 3.9757 -1.2872 0.1003
C 5.1450 -1.2482 -0.9747
C 6.4633 -1.9378 -0.3387
N 6.1416 -3.0037 0.6498
C -0.0979 -0.4538 -3.1339
O 0.1494 -1.1681 -4.0889
C -1.5658 0.1006 -2.9644
C -2.7338 -0.7547 -3.2208
C -2.7229 -2.2576 -3.6306
C -2.8208 -3.2386 -2.3612
C -1.4514 -3.9200 -1.9832
C -1.6144 -5.4249 -1.5355
N -0.5179 -5.9448 -0.7115
C -0.1802 -7.3063 -0.5257
C 0.9664 -7.4947 0.3669
C 1.3658 -6.1077 0.8059
C 0.4060 -5.2650 0.1062
C -4.0738 -0.1213 -3.0623
C -4.1757 1.2963 -2.6537
N -5.5550 1.8319 -2.5351
C -6.0477 1.2330 -1.5645
S -6.4956 0.5591 -0.1651
C -2.9845 2.1457 -2.3933
C -3.1804 3.6348 -1.9940
C -3.3195 3.8968 -0.4350
C -2.3601 2.9976 0.4026
O -1.3586 3.4942 0.9224
O -2.6391 1.6621 0.6072
C -1.6585 1.5321 -2.5349
C -0.3217 2.3104 -2.2553
O -0.1880 3.4849 -2.4862
H 6.0172 3.0499 -1.1152
H 4.2485 3.5193 -1.1038
H 4.8179 1.7695 -1.5056
H 5.8738 1.6180 0.8147
H 5.2888 3.2536 1.2761
H 4.0731 0.6948 1.7798
H 2.3902 3.8512 -0.1572
H 1.0001 3.4147 0.6967
H 2.5489 -3.0309 -1.3139
H 1.0189 -2.6382 -2.1990
H 2.0895 -2.7026 -4.1972
H 3.7965 -4.1344 -4.4416
H 4.9841 -3.1989 -3.4360
H 3.6823 -4.3101 -2.6410
H 4.4284 -0.9825 1.0790
H 3.5889 -2.3314 0.2574
H 5.3596 -0.2015 -1.3041
H 4.8373 -1.9235 -1.8205
H 6.9865 -2.4238 -1.2114
H 7.1193 -1.1685 0.1595
H 6.9589 -3.6287 0.6710
H 6.0414 -2.5982 1.5819
H -1.8382 -2.5734 -4.2381
H -3.6365 -2.4433 -4.2711
H -3.5626 -4.0392 -2.6359
H -3.2373 -2.6805 -1.4718
H -1.0366 -3.3608 -1.0891
H -0.6651 -3.8890 -2.7827
H -2.6052 -5.6348 -1.0331
H -1.6238 -6.0382 -2.4891
H -0.6668 -8.2076 -0.9611
H 1.4692 -8.4399 0.6748
H 2.1912 -5.7779 1.4720
H 0.4474 -4.1523 0.2505
H -4.9835 -0.7466 -3.2724
H -4.1467 3.9675 -2.4768
H -2.3607 4.3324 -2.4125
H -3.0588 4.9764 -0.2308
H -4.3897 3.7753 -0.1081
H -1.7751 1.2668 0.8446
Be -1.2620 3.9228 3.2245
C -3.4102 4.7352 5.7789
C -4.7790 4.4878 5.1765
O -5.5909 3.6940 6.0503
C -6.1439 4.3513 7.0777
O -6.0265 5.5264 7.3136
O -6.8328 3.4681 7.8116
C -7.4065 4.0228 8.9952
H -2.9383 3.7911 6.0607
H -2.7654 5.2566 5.0697
H -3.4811 5.3387 6.6857
H -4.6719 3.9200 4.2504
H -5.2829 5.4235 4.9251
H -8.0044 4.9061 8.7694
H -6.6204 4.2651 9.7119
H -8.0568 3.2673 9.4336
Br -2.6032 6.0787 -3.4599
F 7.4005 1.7602 2.0419
Li 4.7544 -0.1362 -3.1704
Cl 4.1489 -4.0395 1.6410
*
```

***

Entry 2:
The following is a quantum chemistry calculation of C4H12N2O in the gas phase, from OMol25.

HOMO level, eV: -8.927
E_tot, hartree: -344.3240
E_LUMO, eV: 1.051
Frontier orbital gap, eV: 9.98

The geometry in ORCA input format:
```
! wB97M-V def2-TZVPD RIJCOSX def2/J DEFGRID3
* xyz 0 1
C 0.5454 -0.6277 1.3987
N 1.4471 -0.5116 -0.8342
C 0.5548 0.1694 0.0949
N 0.8948 -1.6925 -1.3923
O 1.1597 1.4345 0.2743
H 1.7677 0.1641 -1.5277
H 1.6641 -2.3201 -1.6053
H 0.3750 -1.5171 -2.2537
H 0.1909 -1.6331 1.1979
H -0.0914 -0.1578 2.1435
H 1.5617 -0.6846 1.7774
C -0.8689 0.3346 -0.4952
C -1.8277 1.1144 0.3962
H -2.7364 1.3502 -0.1556
H -2.1054 0.5420 1.2759
H -1.2714 -0.6602 -0.6881
H -0.7641 0.8595 -1.4485
H 0.8829 1.7812 1.1297
H -1.3787 2.0546 0.7121
*
```

***

Entry 3:
The following is a quantum chemistry calculation of C4H9NO in the gas phase at a distorted geometry, from OMol25.

HOMO level, eV: -9.852
E_tot, hartree: -287.8055
E_LUMO, eV: 0.918
Frontier orbital gap, eV: 10.77

The geometry in ORCA input format:
```
! wB97M-V def2-TZVPD RIJCOSX def2/J DEFGRID3
* xyz 0 1
C 0.7138 1.1824 0.5289
C -0.0184 0.1897 -0.3772
C 1.0899 -0.4686 -1.2810
N -0.6978 -0.8483 0.4078
C -1.8614 -0.5364 1.0524
O -2.2425 0.5905 1.3125
H 1.1633 1.9737 -0.0822
H 1.5264 0.7021 1.0912
H 0.0027 1.6159 1.2298
H -0.9380 0.7264 -0.8024
H 0.7769 -1.2718 -1.9608
H 1.8906 -0.9115 -0.6564
H 1.6256 0.2708 -1.8909
H -0.5756 -1.7968 0.0874
H -2.4556 -1.4182 1.3409
*
```

***

Entry 4:
The following is a quantum chemistry calculation of a molecular structure, C29H26Br2IrN6, from OMol25.

HOMO level (alpha / beta), eV: -17.083 / -17.454
E_tot, hartree: -6700.6419
E_LUMO (alpha / beta), eV: -8.820 / -11.050
Frontier orbital gap (alpha / beta), eV: 8.26 / 6.40

The geometry in ORCA input format:
```
! wB97M-V def2-TZVPD RIJCOSX def2/J DEFGRID3
* xyz 3 5
Ir 0.1989 0.1291 0.0830
C 0.2361 1.4754 -2.6287
C -1.2028 1.1700 -2.9969
C -1.9252 -0.0020 -2.3783
C -3.0975 -0.4239 -2.9985
C -3.8460 -1.4498 -2.4578
C -3.4016 -2.0488 -1.2844
C -2.2261 -1.6041 -0.7314
N -1.4866 -0.6051 -1.2619
N 0.4728 2.0212 -1.2561
C -0.4579 3.1210 -0.9050
C -1.6485 2.6558 -0.1141
C -2.8292 3.3784 -0.0911
C -3.8603 2.9601 0.7353
C -3.6821 1.8243 1.5149
C -2.4821 1.1510 1.4335
N -1.4802 1.5617 0.6388
C 1.8653 2.5039 -1.1656
C 2.8424 1.3729 -1.0523
C 4.1457 1.4982 -1.4932
C 5.0479 0.4799 -1.2275
C 4.6109 -0.6332 -0.5218
C 3.2901 -0.7004 -0.1372
N 2.4071 0.2809 -0.4044
H 0.6083 2.2170 -3.3430
H 0.8650 0.5882 -2.7454
H -1.2007 1.0062 -4.0769
H -1.8299 2.0558 -2.8626
H -3.4128 0.0668 -3.9100
H -4.7582 -1.7787 -2.9377
H -3.9516 -2.8509 -0.8134
H -1.8448 -2.0553 0.1746
H -0.7700 3.6631 -1.8003
H 0.0859 3.8405 -0.2910
H -2.9341 4.2629 -0.7060
H -4.7897 3.5128 0.7722
H -4.4587 1.4647 2.1749
H -2.3013 0.2562 2.0167
H 1.9601 3.1107 -0.2629
H 2.1078 3.1469 -2.0160
H 4.4505 2.3895 -2.0250
H 6.0751 0.5564 -1.5585
H 5.2818 -1.4445 -0.2778
H 2.9186 -1.5589 0.3998
Br 1.2764 -1.0899 6.7124
C 0.9207 -0.7467 4.9275
C 0.5906 0.5359 4.4994
C 0.3269 0.7310 3.1632
N 0.3830 -0.2582 2.2575
C 0.7137 -1.5033 2.6627
C 0.9809 -1.7767 3.9884
C 0.7840 -2.5357 1.5948
C 1.0468 -3.8687 1.8499
C 1.1345 -4.7614 0.7827
Br 1.4899 -6.5546 1.0925
C 0.9511 -4.2853 -0.5131
C 0.6733 -2.9474 -0.6842
N 0.5916 -2.0877 0.3401
H 0.5388 1.3625 5.1937
H 0.0554 1.7099 2.7906
H 1.2435 -2.7720 4.3131
H 1.1825 -4.2332 2.8569
H 1.0168 -4.9456 -1.3663
H 0.5072 -2.5388 -1.6733
*
```